100
Properties=species:S:1:pos:R:3:mulliken_charge:R:1 method="wB97M-V/def2-TZVPD" multiplicity=3 lumo_ev="0.7271 / 0.7098" max_force_ha_per_bohr=0.064 e_tot_ha=-2730.389069
Ti 0.06242 1.00370 1.45135 -0.526
Si 2.07590 1.98264 -1.44439 0.497
O 0.65292 -0.58352 -2.99083 -0.049
O 2.00183 -2.46092 -1.59040 -0.250
N -1.66570 1.92718 1.31306 1.727
N -0.60409 -0.42565 2.67775 1.501
C -2.77408 1.86701 -0.85909 1.419
C 1.68511 -0.92004 -3.95525 -0.243
C -2.04217 2.58503 0.10359 -1.361
C -0.31293 -1.83420 2.69020 -0.866
C -1.50956 3.85307 -0.17780 1.292
C -1.88621 1.38152 3.63661 -2.518
C -2.33879 2.02160 2.46854 1.194
C -2.86285 2.38411 -2.15291 -0.938
C -1.69427 -1.06457 -3.45924 -1.361
C 3.00753 -2.28164 -0.58414 0.530
C 1.37455 2.59869 -3.07092 -0.829
C 1.12828 -3.64831 3.31805 -0.492
C -2.72131 -2.23233 2.06145 -1.303
C 0.99752 0.63319 -0.55412 5.131
C 0.15794 -4.00128 -1.92662 -1.791
C 1.22816 -2.00612 -4.88025 -1.359
C -1.35287 -2.73132 2.40050 1.106
C 1.36495 2.10573 2.55713 -1.816
C -2.22136 3.57789 -2.47965 -0.842
C -1.28077 0.12247 3.72262 1.302
C -0.56124 -0.08663 -3.62592 0.390
C -1.09834 -4.09845 2.51495 -1.195
C -3.54922 2.88749 2.47782 -1.494
C -0.79081 4.63035 0.88567 -1.166
C 0.13177 -4.55796 2.98270 -0.935
C -3.40466 0.54896 -0.52331 -0.819
C -1.40596 -0.68729 4.97967 -1.565
C 0.70856 -2.87326 -1.09750 1.989
C 3.73260 1.17769 -1.77037 -1.153
C 2.34874 3.61101 -0.55040 -1.203
C 1.96299 -1.27925 3.60696 -1.291
C 3.19903 -3.45511 0.36437 -1.301
C -1.58332 4.32708 -1.48926 -0.714
C 0.92671 -2.27235 3.17933 1.157
H 2.66018 -1.74721 4.31668 0.549
H -0.43913 -1.07244 5.34118 0.227
H -3.84810 0.53786 0.48368 0.316
H 3.64742 0.20663 -2.26977 0.167
H 0.32775 2.92110 -3.00895 0.104
H 0.93642 -4.65995 -2.32245 0.289
H -4.21229 0.33893 -1.24273 0.544
H 2.54451 -1.23189 -3.36089 0.035
H 1.95938 -0.00976 -4.51291 0.443
H -3.33796 -3.06091 1.68949 0.464
H 4.28210 1.03915 -0.83237 0.308
H 2.08707 -2.37131 -5.44814 0.445
H -2.24877 3.94827 -3.50451 0.354
H -0.80480 0.88268 -3.15970 -0.507
H -0.36594 0.08819 -4.70150 0.509
H -2.69836 -0.29836 -0.59122 -0.475
H 1.95907 3.48089 -3.37727 0.509
H 2.08558 -3.99923 3.70563 0.401
H -1.82721 -0.05099 5.76917 0.532
H -3.32071 3.93174 2.23425 0.232
H -0.51466 -4.59457 -1.29742 0.452
H -0.68736 5.67625 0.55542 0.439
H -3.44033 1.82988 -2.89843 0.408
H 2.56348 -0.91988 2.75662 -0.003
H -3.98456 2.86296 3.48255 0.535
H 1.49137 4.29200 -0.62856 0.276
H 0.95778 2.18909 3.57599 0.343
H -2.69854 -1.46061 1.28161 -0.041
H 4.25451 -3.52021 0.65196 0.415
H 3.19662 4.09838 -1.06168 0.463
H 3.91990 -2.05007 -1.14851 0.403
H -0.42997 -3.58454 -2.74919 0.257
H 0.30810 -5.62935 3.09091 0.401
H -1.88766 -4.80167 2.26299 0.407
H 1.54989 0.33403 0.40619 -0.788
H 0.49691 -1.59819 -5.58490 0.366
H 2.33792 1.58047 2.61557 0.325
H 1.03391 -0.35576 -1.25164 -1.520
H -4.31192 2.52228 1.77788 0.206
H 0.22819 4.25767 1.07298 -0.070
H -1.83977 -1.35642 -2.41249 0.009
H 0.75476 -3.13659 -0.02969 -0.138
H -2.28901 1.76583 4.57465 0.353
H -1.11980 5.28730 -1.71523 0.362
H -2.10046 -1.53109 4.84558 0.181
H 1.45482 1.87359 -3.88888 0.115
H -3.24689 -1.81687 2.93329 0.273
H -1.32367 4.63492 1.84942 0.244
H 1.53396 -0.40561 4.11568 0.212
H 1.49417 3.10702 2.12233 0.639
H 2.60423 -3.29706 1.27455 0.200
H 2.74588 -1.36757 -0.01611 -0.371
H -2.61882 -0.60408 -3.82110 0.473
H 0.04911 -1.99627 -1.20042 -0.912
H -0.09209 0.96388 -0.57671 -1.887
H 2.91763 -4.40517 -0.10304 0.279
H 4.30718 1.85430 -2.41710 0.407
H 0.79906 -2.83354 -4.30571 0.196
H 2.61996 3.49683 0.50150 0.366
H -1.50696 -1.96109 -4.05855 0.424

***

13
Properties=species:S:1:pos:R:3:mulliken_charge:R:1 method="wB97M-V/def2-TZVPD" multiplicity=1 total_charge=+1 lumo_ev=-3.1280 max_force_ha_per_bohr=0.021 e_tot_ha=-306.114441
O 0.11946 0.15379 -0.03363 -0.422
O 0.10456 -2.35832 0.36111 -0.666
O -0.08158 0.86774 -2.53621 -0.661
O -0.08198 1.36297 2.16138 -0.628
H -0.09691 0.77002 0.73569 0.474
H -0.80764 1.50542 2.78126 0.325
H -0.59066 0.20730 -3.02237 0.336
H 0.40711 1.37564 -3.19795 0.322
H 0.65328 1.76547 2.64372 0.316
H 0.79508 -2.98512 0.58777 0.335
H 0.06940 0.39187 -1.01019 0.492
H -0.04625 -0.84002 0.07462 0.426
H -0.64985 -2.48484 0.95073 0.351

***

82
Properties=species:S:1:pos:R:3:mulliken_charge:R:1 method="wB97M-V/def2-TZVPD" multiplicity=1 total_charge=+1 lumo_ev=-3.9505 max_force_ha_per_bohr=0.052 e_tot_ha=-1598.388200
O -2.62268 0.27460 -1.61377 -0.454
O -2.02941 -1.88518 -1.31420 -0.374
N 5.11512 -2.35161 0.38798 0.011
N -0.79162 0.28580 -3.78411 0.219
N -4.54838 1.93799 2.03282 0.027
C -5.03598 1.83657 4.47127 -0.880
C -1.65328 0.35945 3.60120 -1.367
C 0.29521 0.77782 -3.11273 0.423
C 3.92881 -1.97992 0.93996 0.928
C 4.86201 -2.51487 3.23423 -0.794
C 5.27233 -2.37377 -1.04973 -1.168
C -3.87372 0.85754 4.60883 -0.825
C 1.30479 1.74483 -1.02450 -0.355
C -3.26563 1.54498 2.24045 0.257
C 3.77087 -1.97633 2.36134 0.489
C -2.89333 0.94274 3.48280 0.234
C -5.57780 1.88496 3.04827 -0.715
C 1.67177 -1.08445 0.70229 -0.869
C 0.44184 0.76841 -1.73110 1.217
C 2.63022 -1.43180 2.90866 -1.361
C 0.53869 -0.25996 2.82000 -0.519
C 2.26647 2.57157 -1.90634 -1.069
C 6.23919 -2.33340 2.60428 -0.877
C -4.99540 2.27889 0.69846 -1.165
C 2.53444 1.99156 -3.29321 -0.931
C -0.69954 0.36003 2.54113 0.309
C 1.57450 -0.88999 2.11030 0.463
C -2.51108 0.13762 -5.42316 -0.631
C -2.69414 -0.99486 -4.42151 -0.737
C -1.05209 1.06338 1.35734 0.305
C -1.53238 -0.89512 -3.41363 0.636
C -1.20608 0.84795 -5.04889 -0.781
C -2.75543 -1.83933 -0.06925 -0.412
C 1.24453 1.56143 -3.99303 -0.914
C -2.29409 1.63090 1.20942 0.067
C -2.11713 -0.75919 -2.03480 -0.246
C 6.25098 -2.81594 1.16059 -0.633
C 2.83082 -1.57199 0.13396 -0.572
H -3.78730 -1.49963 -0.24355 0.298
H -6.08883 2.23873 0.67393 0.442
H 6.26982 -3.92200 1.15153 0.300
H 3.03598 2.74968 -3.90845 0.432
H 1.82111 3.57204 -2.01931 0.294
H 4.51309 -3.00682 -1.52734 0.358
H 7.16137 -2.46858 0.65300 0.506
H -4.59755 1.58368 -0.05160 0.365
H -3.65854 -0.90795 -3.90592 0.250
H -4.67193 3.29299 0.42041 0.298
H 2.52766 -1.38411 3.99514 0.430
H -0.90465 -1.80343 -3.40870 0.329
H -2.53336 2.11933 0.26247 0.495
H -3.35040 0.83869 -5.37147 0.306
H 5.18611 -1.36317 -1.47492 0.376
H -2.24265 -1.15307 0.61295 0.033
H -6.21896 1.00260 2.86218 0.365
H -6.21529 2.77151 2.92493 0.517
H -2.45112 -0.24252 -6.44486 0.266
H 1.50849 0.97304 -4.88592 0.389
H 0.81345 -0.86942 0.07300 0.993
H 6.26200 -2.77648 -1.28373 0.404
H 0.68882 -0.35452 3.89919 0.276
H -3.35767 1.04192 5.55981 0.427
H -4.70587 2.83645 4.77802 0.358
H -0.46106 0.68846 -5.84302 0.344
H 0.67308 2.47703 -0.48874 0.357
H -2.72845 -2.86008 0.30950 0.276
H 2.89305 -1.65005 -0.95383 0.380
H 3.21352 1.13110 -3.22748 0.297
H -5.84889 1.54140 5.13882 0.354
H -1.38572 -0.13465 4.53733 0.415
H -2.66343 -1.97914 -4.89047 0.421
H 6.51905 -1.27321 2.63905 0.335
H -1.36888 1.93283 -4.97445 0.372
H 6.98875 -2.89439 3.17031 0.366
H -0.23413 0.16556 -1.12157 -0.912
H -4.26523 -0.17086 4.66473 0.296
H 4.83261 -1.99013 4.19531 0.383
H 1.87821 1.24094 -0.23345 -0.052
H 4.70505 -3.58683 3.44382 0.279
H 0.73065 2.47281 -4.34486 0.387
H 3.20517 2.71796 -1.36455 0.393
H -0.31054 1.20099 0.58116 -0.135

***

48
Properties=species:S:1:pos:R:3:mulliken_charge:R:1 method="wB97M-V/def2-TZVPD" multiplicity=1 smiles="O=S(=O)(NCc1ccncc1)c1ccc(S(=O)(=O)NC[C@@H]2CCCO2)cc1" lumo_ev=-0.0034 max_force_ha_per_bohr=0.017 e_tot_ha=-1997.215914
S 2.17765 3.71226 -2.38230 1.376
S -2.02246 0.45348 1.03026 1.526
O -2.28978 -2.28762 3.24001 -0.576
O -2.47208 1.27368 2.11637 -0.739
O -2.99573 -0.14138 0.15672 -0.681
O 2.12827 5.08826 -2.00018 -0.712
O 2.08883 3.34570 -3.76121 -0.679
N -0.97013 -0.69020 1.63198 -0.131
N 3.63110 3.12629 -1.81366 -0.267
N 1.59606 -1.31870 -0.53118 -0.304
C -3.67133 -2.06579 2.96086 -0.508
C 0.19907 1.81639 -2.05760 -0.435
C 0.74514 3.14973 -0.11812 -0.902
C -4.01724 -2.87871 1.70620 -0.402
C -1.09053 -2.03837 1.11518 -1.365
C -0.17220 2.43348 0.63294 -0.826
C 4.01138 1.79715 -2.23099 -1.390
C 1.83876 -1.27258 -1.82924 -0.547
C -1.70109 -3.00380 2.17338 0.707
C 3.17791 0.69571 -1.62699 1.129
C 2.93010 0.63626 -0.25907 -0.137
C -0.71917 1.10039 -1.30487 -0.521
C -2.83817 -3.84676 1.59398 -0.977
C 2.12917 -0.38142 0.23296 -0.524
C 0.92623 2.82032 -1.44886 0.055
C 2.61354 -0.29132 -2.42644 -0.566
C -0.88396 1.41293 0.03053 0.141
H -4.05509 -2.21777 0.84085 0.115
H -0.90172 -3.60714 2.61508 0.448
H -3.84689 -0.99533 2.81050 0.197
H 0.36042 1.62017 -3.10578 0.554
H 1.38721 -2.06124 -2.41620 0.375
H -1.31813 0.31443 -1.73562 0.537
H 1.90169 -0.45482 1.28750 0.361
H 2.77599 -0.28986 -3.49290 0.424
H -4.23223 -2.39868 3.84030 0.378
H -2.64003 -4.16983 0.57524 0.352
H -3.00235 -4.72329 2.22267 0.365
H -4.97164 -3.39092 1.80267 0.452
H 5.06794 1.64797 -1.98388 0.360
H 1.30655 3.97048 0.30081 0.464
H -0.10138 -2.38060 0.79931 0.408
H -0.36200 2.65636 1.67057 0.502
H -1.01487 -0.68693 2.64501 0.402
H 3.90104 1.79096 -3.31708 0.438
H 3.35442 1.36631 0.41405 0.383
H 3.77797 3.34439 -0.84185 0.331
H -1.73624 -1.98008 0.23807 0.408